1.
Molecular formula: C6H19NO5
Method: DFT, ωB97M-V/def2-TZVPD

Computed properties:
SMILES string: C=NC(=C)CCCO.O.O.O.O
relative energy (zero: lowest compared OMol25 entry of this formula, charge and spin): 29.6 kcal/mol
LUMO: 0.476 eV
net charge: 0
HOMO: -9.34 eV

Atoms and positions in Å:
O  0.48684  -2.88646  1.88107
O  -2.97691  0.59902  3.10194
O  -3.33447  -0.04945  0.39633
O  0.41982  -2.59574  -0.81926
O  -0.71434  -0.71623  0.90290
N  2.11245  1.99847  -1.43867
C  -0.36836  1.53209  0.08647
C  1.59522  0.02289  -2.66515
C  -0.20361  1.21805  -1.40561
C  1.21518  0.99953  -1.84599
C  0.15938  0.44898  1.01324
C  3.07850  1.79398  -0.66898
H  0.10232  0.77377  2.05459
H  0.64623  -3.05197  0.92014
H  -3.87305  -0.83701  0.22656
H  2.57440  -0.13447  -3.09940
H  3.34621  0.84426  -0.18859
H  1.14515  -2.23793  -1.33871
H  -1.42542  1.71479  0.27693
H  -3.50423  0.66093  2.28757
H  1.17435  0.14860  0.75459
H  3.73486  2.63111  -0.43324
H  0.87353  -0.65871  -3.10156
H  -2.22838  0.08574  2.79635
H  0.05010  -3.68810  2.19634
H  0.11270  2.49130  0.29257
H  -0.09225  -1.82097  -0.47762
H  -0.28586  -1.40742  1.45915
H  -0.59183  2.07752  -1.96216
H  -0.82757  0.36940  -1.68925
H  -2.40097  -0.32597  0.48747

2.
Molecular formula: C6H19O4S3
Method: DFT, ωB97M-V/def2-TZVPD

Computed properties:
relative energy (zero: lowest compared OMol25 entry of this formula, charge and spin): 23.7 kcal/mol
LUMO: 2.895 eV
net charge: -1
HOMO: -3.52 eV

Atoms and positions in Å:
S  17.92800  22.74100  35.52400
S  19.94100  24.60100  38.56200
S  16.58600  20.59100  40.83000
O  16.24000  19.77500  42.11600
O  17.54500  23.93700  34.62500
O  20.69900  25.80700  37.98400
O  18.91300  21.75600  38.74300
C  16.27000  22.25300  41.10000
C  15.11800  20.25500  39.80700
C  16.44900  22.27000  36.44600
C  17.91400  21.35900  34.47800
C  20.31200  24.68100  40.21300
C  18.28300  25.26900  38.56200
H  15.13900  20.70700  38.93000
H  20.61000  25.60500  40.56400
H  17.79300  25.60600  37.59200
H  16.95100  21.20200  34.32200
H  16.64600  22.89600  40.40400
H  15.04500  19.25500  39.78500
H  15.63800  22.31600  35.58100
H  14.23100  20.78300  40.35200
H  18.61900  21.95100  39.57600
H  18.55800  21.50700  33.68800
H  17.55000  24.62500  39.07300
H  18.40100  20.47900  34.89000
H  20.99400  23.77100  40.51700
H  16.57200  21.29400  37.04600
H  18.48300  26.17700  39.28100
H  19.24800  24.37800  40.97200
H  16.30000  23.18600  36.93400
H  17.02900  22.62200  41.79600
H  15.10200  22.47600  41.19000

3.
Molecular formula: C6H2
Method: DFT, ωB97M-V/def2-TZVPD

Computed properties:
SMILES string: C#CC#CC#C
relative energy (zero: lowest compared OMol25 entry of this formula, charge and spin): 10.7 kcal/mol
LUMO: -0.195 eV
net charge: 0
HOMO: -9.28 eV

Atoms and positions in Å:
C  -3.21658  -0.10401  -0.06278
C  -0.61428  0.17370  -0.05603
C  0.64353  0.32122  -0.03142
C  2.02773  0.14004  -0.01948
C  -2.00275  0.00966  -0.01824
C  3.21022  -0.21742  -0.06462
H  4.22107  -0.16216  0.12204
H  -4.26894  -0.16102  0.13053

4.
Molecular formula: C6H20BN5O4Si
Method: DFT, ωB97M-V/def2-TZVPD

Computed properties:
SMILES string: [H]/N=C(\C)C[Si@](N)(CCN)OB(O)O.NC(N)=O
LUMO: 0.507 eV
net charge: 0
HOMO: -9.22 eV

Atoms and positions in Å:
Si  -0.30949  1.76407  1.28539
O  1.57454  -2.96975  -2.07394
O  -3.47840  1.55920  0.05210
O  -2.14278  0.33617  -1.48517
O  -1.14754  2.01997  -0.11475
N  0.69271  -3.21478  -4.14755
N  0.50514  3.24269  1.64314
N  1.91070  1.50121  -0.81460
N  1.01832  -1.10799  -3.24341
N  -2.39649  -0.95945  1.89261
C  3.00109  -0.58109  -0.08902
C  1.12677  -2.46650  -3.09007
C  0.93329  0.36933  1.07050
C  1.98881  0.52943  -0.00036
C  -1.60170  -0.29021  2.93622
C  -1.47796  1.21491  2.66175
B  -2.25574  1.30078  -0.50551
H  3.79855  -0.32592  -0.79016
H  -0.09997  4.05181  1.55544
H  -2.52542  -1.93562  2.13874
H  2.68322  1.46992  -1.48273
H  0.31763  -2.81853  -4.98763
H  -4.05461  0.78688  0.04720
H  -1.12086  1.70838  3.57568
H  -2.12355  -0.44351  3.88488
H  0.64835  -0.67371  -4.06752
H  -0.60807  -0.74515  3.05134
H  0.75658  -4.21116  -4.05906
H  -1.87934  -0.98503  1.01780
H  1.33623  -0.52497  -2.48869
H  -1.21712  0.18568  -1.71956
H  0.91500  3.27477  2.56916
H  2.45228  -1.45939  -0.44348
H  -2.48244  1.60356  2.46762
H  0.39834  -0.56332  0.83710
H  1.42183  0.17842  2.03604
H  3.44209  -0.82113  0.88050

5.
Molecular formula: C6H20Br2O8
Method: DFT, ωB97M-V/def2-TZVPD

Computed properties:
SMILES string: C[C@H]1COC(=O)O1.BrCCBr.O.O.O.O.O
relative energy (zero: lowest compared OMol25 entry of this formula, charge and spin): 0.0 kcal/mol
LUMO: 0.127 eV
net charge: 0
HOMO: -10.51 eV

Atoms and positions in Å:
Br  -22.19272  -37.27117  18.87294
Br  -17.57540  -37.52771  19.49879
O  -11.97496  -33.89786  14.65366
O  -12.44341  -38.68011  15.81880
O  -15.49016  -33.08770  17.63899
O  -14.16456  -32.70172  9.67021
O  -15.55457  -36.63424  15.45004
O  -15.27266  -32.62738  7.76176
O  -13.57680  -31.16878  8.12573
O  -19.65077  -37.91964  14.39121
C  -15.69378  -33.92271  11.09837
C  -14.98331  -33.82338  9.74334
C  -20.40223  -38.04226  19.22025
C  -15.89901  -33.57873  8.58905
C  -14.30654  -32.04290  8.48648
C  -19.36539  -36.91075  19.01690
H  -19.93895  -37.60743  13.53348
H  -16.92303  -33.28006  8.81330
H  -15.99818  -32.45483  18.14657
H  -16.26769  -37.26484  15.55011
H  -12.87780  -33.90996  14.97140
H  -11.63172  -38.34345  15.43926
H  -13.11961  -38.07448  15.51513
H  -11.47499  -33.50022  15.36650
H  -16.02656  -34.44402  7.93858
H  -16.02678  -34.96046  11.11578
H  -15.10557  -33.81248  12.00939
H  -16.55298  -33.25207  11.10803
H  -20.38271  -38.40585  20.24764
H  -20.22798  -38.91599  18.59230
H  -19.64598  -35.96330  19.47703
H  -14.64836  -33.13812  18.09182
H  -14.40076  -34.73233  9.59319
H  -19.87146  -38.85105  14.39415
H  -19.25141  -36.54145  17.99773
H  -15.81103  -35.89289  15.99855

6.
Molecular formula: C6H20N3SZn
Method: DFT, ωB97M-V/def2-TZVPD

Computed properties:
relative energy (zero: lowest compared OMol25 entry of this formula, charge and spin): 0.0 kcal/mol
LUMO (spin up / spin down): 2.979 / 3.005 eV
net charge: -1
HOMO (spin up / spin down): -0.74 / -0.56 eV

Atoms and positions in Å:
Zn  0.50891  0.42764  -0.97033
S  1.35369  1.78190  0.88635
N  1.84756  0.75468  3.29774
N  -0.17916  1.93183  3.06530
N  -0.85111  -1.24672  1.54542
C  1.03508  3.63661  4.55325
C  -0.14937  2.72376  4.36073
C  0.98082  1.42677  2.51865
C  0.20000  -0.55438  4.68811
C  1.52201  0.17894  4.64166
C  0.72516  1.41193  -2.64524
H  0.13209  -1.42564  1.72152
H  1.56969  0.99570  5.37233
H  -0.25900  2.00792  5.17597
H  0.88478  4.21982  5.46895
H  -1.33667  -0.82293  2.36367
H  -0.02890  -0.79836  5.72953
H  1.97381  3.07864  4.66099
H  -0.01409  0.97436  -3.33824
H  1.12933  4.34331  3.72049
H  2.69652  0.47230  2.82829
H  -1.34818  -2.05677  1.18945
H  -1.07579  3.31248  4.33288
H  0.25709  -1.50859  4.14318
H  -0.62879  0.06071  4.30264
H  -0.71654  2.40860  2.34685
H  1.65283  1.60579  -3.18651
H  -0.75494  -0.50388  0.80986
H  0.33190  2.37225  -2.24375
H  2.35049  -0.50677  4.87434
H  1.27598  -0.82971  -0.28598

7.
Molecular formula: C6H20O4
Method: DFT, ωB97M-V/def2-TZVPD

Computed properties:
LUMO (spin up / spin down): 3.509 / 3.374 eV
net charge: -1
spin multiplicity: 2
expectation value of S²: 0.7504
HOMO (spin up / spin down): 0.60 / -6.83 eV

Atoms and positions in Å:
O  -0.32435  -1.71832  -0.41597
O  -1.70215  1.95568  2.20443
O  -0.38015  1.80355  -0.25871
O  -2.72782  -0.35305  -0.29236
C  1.89902  1.64591  -0.98783
C  0.56553  3.86648  -0.96653
C  0.53007  2.40458  -1.23162
C  -0.99856  -3.54487  0.88876
C  1.32307  -2.40101  1.20299
C  0.22094  -2.87504  0.20432
H  0.94300  -1.68116  1.92788
H  -2.46143  1.37899  2.11979
H  -1.74563  -3.75671  0.12384
H  1.70478  -3.29800  1.69064
H  -0.64099  -4.48498  1.30881
H  1.38813  4.39485  -1.44846
H  1.93805  0.59654  -1.28004
H  -0.32417  0.85208  -0.37353
H  2.16217  -1.90391  0.71624
H  -2.81835  -0.31964  -1.24468
H  -1.42697  -3.00240  1.73153
H  2.15591  1.68714  0.07067
H  -1.43240  2.13116  1.30295
H  -0.05590  -1.84504  -1.32892
H  0.76503  3.99625  0.09716
H  0.14699  2.28714  -2.24530
H  -1.86991  -0.75181  -0.14669
H  2.75905  1.99816  -1.55737
H  -0.29873  4.45249  -1.27915
H  0.70577  -3.51507  -0.53284